DFT (ωB97M-V/def2-TZVPD) results for a structure of composition C3H3NS2.

Values from the calculation:
Net charge: 0
Maximum force in eV/A: 4.32
E in a.u.: -967.13942
Energy relative to the best compared isomer or geometry (same formula, charge and spin) in eV: 2.0833
HOMO energy in Eh: -0.324
Frontier orbital gap in eV: 7.28

CARTESIAN COORDINATES (ANGSTROEM)
C  2.5657  0.9830  -0.2515
C  2.0381  -0.2769  -0.0515
C  0.1395  0.1279  0.3073
N  2.9652  2.0403  -0.3922
S  2.6641  -1.7647  -0.1556
S  -0.4519  0.5143  -1.3352
H  0.3093  1.0138  1.0065
H  -0.2951  -0.8071  0.6801
H  -0.7119  -0.7549  -1.8695



DFT (ωB97M-V/def2-TZVPD) results for a cluster of 2 separate species, C3H3NS2 in total.

Values from the calculation:
Net charge: 0
Maximum force in eV/A: 1.06
E in a.u.: -967.13561
Energy relative to the best compared isomer or geometry (same formula, charge and spin) in eV: 2.1869
HOMO energy in Eh: -0.377
SMILES string: N#CSS.C#C
Frontier orbital gap in eV: 9.89

CARTESIAN COORDINATES (ANGSTROEM)
N  1.8256  -1.0154  -0.0597
C  0.9349  -1.6732  -0.3453
S  -0.4199  -2.6057  -0.7355
S  -1.7953  -1.7750  0.5540
H  -2.3571  -0.9173  -0.3128
C  0.2699  1.6935  -0.2550
C  0.6311  2.2981  0.7077
H  -0.0402  1.1817  -1.1175
H  0.9511  2.8132  1.5641



DFT (ωB97M-V/def2-TZVPD) results for a cluster of 2 separate species, C3H3NS2 in total.

Values from the calculation:
Net charge: 0
Maximum force in eV/A: 5.52
E in a.u.: -967.03869
Energy relative to the best compared isomer or geometry (same formula, charge and spin) in eV: 4.8243
HOMO energy (alpha / beta) in Eh: -0.333 / -0.306
Frontier orbital gap (alpha / beta) in eV: 6.82 / 5.64

CARTESIAN COORDINATES (ANGSTROEM)
C  -2.7843  -1.5327  -0.0769
C  -2.6621  -0.2023  0.0200
C  -0.0531  0.4054  -0.3600
N  -2.9031  -2.6809  0.0605
S  -4.9677  0.6099  -0.1594
S  -1.6321  1.0276  0.3645
H  -0.1204  -0.7623  -0.2979
H  0.8468  0.7985  0.2052
H  0.1624  0.8219  -1.2407



DFT (ωB97M-V/def2-TZVPD) results for a cluster of 2 separate species, C3H3NS2 in total.

Values from the calculation:
Net charge: 0
Maximum force in eV/A: 3.85
E in a.u.: -967.12264
Energy relative to the best compared isomer or geometry (same formula, charge and spin) in eV: 2.5400
HOMO energy in Eh: -0.291
Frontier orbital gap in eV: 7.97

CARTESIAN COORDINATES (ANGSTROEM)
C  -0.4774  -0.2071  -1.2065
C  2.7544  -0.4098  0.2643
C  -1.8316  0.6623  0.6544
N  -1.2119  0.0698  -0.2570
S  2.8308  1.0598  -0.1876
S  2.7489  -1.9505  0.5135
H  -0.6102  -0.9572  -1.9682
H  -2.7587  1.2510  0.5874
H  -1.4445  0.4817  1.5997



DFT (ωB97M-V/def2-TZVPD) results for an isolated molecule of C3H3NS2.

Values from the calculation:
Net charge: 0
Maximum force in eV/A: 6.57
E in a.u.: -967.07327
Energy relative to the best compared isomer or geometry (same formula, charge and spin) in eV: 1.3103
HOMO energy (alpha / beta) in Eh: -0.242 / -0.404
Spin multiplicity: 3
Frontier orbital gap (alpha / beta) in eV: 6.93 / 8.27

CARTESIAN COORDINATES (ANGSTROEM)
C  -0.3777  -2.6297  0.7602
C  -0.9079  -1.4378  -0.3747
C  -0.1627  -0.1964  -0.0841
N  -0.1019  -3.4052  1.5349
S  -2.5877  -1.2334  -0.7543
S  -1.2008  -1.9516  -2.0553
H  0.8622  -0.3720  -0.1082
H  -0.4392  0.1774  0.8315
H  -0.6127  0.5251  -0.6515



DFT (ωB97M-V/def2-TZVPD) results for a structure of composition C3H3NaO3.

Values from the calculation:
Net charge: 0
Maximum force in eV/A: 8.11
E in a.u.: -503.89121
Energy relative to the best compared isomer or geometry (same formula, charge and spin) in eV: 7.1504
HOMO energy (alpha / beta) in Eh: -0.227 / -0.227
Frontier orbital gap (alpha / beta) in eV: 4.69 / 4.69

CARTESIAN COORDINATES (ANGSTROEM)
H  -1.2895  -2.0710  1.6036
O  -0.9511  -0.9664  1.1879
C  -0.3088  0.0854  1.6870
C  0.3065  1.0415  0.8966
O  0.5620  0.4980  -0.3641
C  1.0150  1.3027  -1.3395
O  0.6878  0.6802  -2.4382
Na  -0.8667  -1.8337  -0.8089
H  -0.2088  0.1207  2.7791
H  1.0535  1.1427  -3.2034



DFT (ωB97M-V/def2-TZVPD) results for the ion C3H3O2S with charge -1.

Values from the calculation:
Net charge: -1
Maximum force in eV/A: 5.19
E in a.u.: -664.82002
Energy relative to the best compared isomer or geometry (same formula, charge and spin) in eV: 0.4182
HOMO energy in Eh: -0.143
SMILES string: C=CSC(=O)[O-]
Frontier orbital gap in eV: 7.88

CARTESIAN COORDINATES (ANGSTROEM)
C  0.6786  -0.1428  0.4174
C  -0.1920  0.5623  -0.2446
S  -0.2359  2.2619  -0.5151
C  -1.6331  2.8899  -1.9312
O  -2.2549  1.9331  -2.2756
O  -1.4748  4.0375  -2.2097
H  0.5667  -1.2317  0.8866
H  1.5087  0.3284  0.9969
H  -1.0895  0.0655  -0.8357



DFT (ωB97M-V/def2-TZVPD) results for a structure of composition C3H3O2Zn.

Values from the calculation:
Net charge: +1
Maximum force in eV/A: 8.03
E in a.u.: -2045.49390
Energy relative to the best compared isomer or geometry (same formula, charge and spin) in eV: 1.6615
HOMO energy (alpha / beta) in Eh: -0.555 / -0.481
Frontier orbital gap (alpha / beta) in eV: 8.91 / 5.36

CARTESIAN COORDINATES (ANGSTROEM)
C  0.7211  0.2810  -0.8947
H  1.1450  -0.5841  -1.4207
H  0.1133  0.8989  -1.5754
H  1.5888  0.8972  -0.6072
C  -0.7080  -1.1463  0.1180
O  -0.9991  -2.2926  0.1734
C  -0.0620  -0.0115  0.4530
O  -0.6935  0.9924  1.0632
Zn  -1.1056  0.9650  2.6903



DFT (ωB97M-V/def2-TZVPD) results for a structure of composition C3H3O3.

Values from the calculation:
Net charge: -1
Maximum force in eV/A: 3.46
E in a.u.: -341.81636
Energy relative to the best compared isomer or geometry (same formula, charge and spin) in eV: 2.3781
HOMO energy in Eh: -0.133
Frontier orbital gap in eV: 7.51

CARTESIAN COORDINATES (ANGSTROEM)
C  -0.0569  0.1709  0.6433
C  0.8328  -0.2452  -0.2022
C  -1.9106  0.0427  -0.2050
O  -2.3633  -1.0613  -0.1365
O  -2.1960  1.1049  -0.6103
O  2.2992  -0.2408  -0.3494
H  0.1475  0.6030  1.6646
H  0.5013  -0.5432  -1.1498
H  2.7461  0.1690  0.3453



DFT (ωB97M-V/def2-TZVPD) results for the ion C3H3O3 with charge +1.

Values from the calculation:
Net charge: +1
Maximum force in eV/A: 3.33
E in a.u.: -341.45145
Energy relative to the best compared isomer or geometry (same formula, charge and spin) in eV: 1.5550
HOMO energy in Eh: -0.536
Frontier orbital gap in eV: 9.26

CARTESIAN COORDINATES (ANGSTROEM)
C  0.2253  -2.1619  0.3413
C  -0.0603  -0.9532  -0.1245
C  0.3555  1.4022  0.2164
O  0.2540  -3.2041  0.8009
O  -0.6685  2.0158  -0.3012
O  0.5421  0.1719  0.3822
H  -0.5219  -0.6998  -1.1145
H  1.3074  1.8742  0.5518
H  -1.4336  1.5550  -0.7524



DFT (ωB97M-V/def2-TZVPD) results for a cluster of 2 separate species, C3H3O3P in total.

Values from the calculation:
Net charge: 0
Maximum force in eV/A: 2.18
E in a.u.: -683.16952
Energy relative to the best compared isomer or geometry (same formula, charge and spin) in eV: 0.8906
HOMO energy in Eh: -0.350
SMILES string: C=CP=O.O=C=O
Frontier orbital gap in eV: 8.59

CARTESIAN COORDINATES (ANGSTROEM)
C  -0.3923  -1.3944  0.3013
C  -0.8294  -1.2751  -0.9436
P  -0.9108  0.3868  -1.7742
O  -0.5798  1.3575  -0.7324
H  -0.1212  -0.5154  0.8659
H  -0.2961  -2.3347  0.8194
H  -1.1028  -2.1342  -1.5374
O  1.3945  2.1160  2.1362
C  1.4125  1.9758  0.9982
O  1.4253  1.8178  -0.1332



DFT (ωB97M-V/def2-TZVPD) results for a cluster of 2 separate species, C3H3O3S in total.

Values from the calculation:
Net charge: -1
Maximum force in eV/A: 3.05
E in a.u.: -740.03105
Energy relative to the best compared isomer or geometry (same formula, charge and spin) in eV: 1.2021
HOMO energy in Eh: -0.111
Frontier orbital gap in eV: 6.55

CARTESIAN COORDINATES (ANGSTROEM)
C  -2.2287  1.7403  1.2122
C  0.5265  0.0284  0.1997
C  1.5329  -0.6330  -0.5091
O  2.6661  -0.7661  -0.0266
O  1.2077  -1.4328  -1.6010
O  -1.8295  1.6721  2.2967
S  -1.0828  0.2182  -0.6505
H  0.6942  0.9538  0.7746
H  -1.8308  -0.6314  0.1660
H  0.3445  -1.1495  -1.8619